Formula: C7H6
Source: OMol25
Level of theory: ωB97M-V/def2-TZVPD

Each line ends with the Mulliken charge.
CARTESIAN COORDINATES (ANGSTROEM)
C1 -2.06163 0.54123 0.00222  -0.017
C2 -1.71701 -0.78367 0.46347  -0.037
C3 -0.93299 1.36425 -0.22214  -0.542
C4 -0.93598 -0.31154 -0.96106  -0.599
C5 -0.30973 -0.87167 0.55517  -0.292
C6 0.06679 0.39342 0.03341  0.525
C7 2.75381 0.57015 -0.17141  -0.786
H1 -3.15709 0.71296 -0.27922  0.269
H2 -2.55361 -1.62646 0.44691  0.255
H3 0.41713 -1.64711 0.76241  0.327
H4 3.13290 1.47657 0.19412  0.314
H5 2.77270 0.50277 -1.23481  0.302
H6 2.52471 -0.32090 0.41093  0.282

Atomic forces in eV per Å
-2.2945 -0.5634 0.1062
-2.6556 -2.3149 0.4378
0.8103 -0.4054 -0.0105
-0.4234 -0.6109 -1.7914
-0.1503 1.0356 0.3230
2.2550 1.8020 0.7431
-1.7724 -1.2751 -0.3400
1.8368 -0.0069 0.2752
2.2813 1.7194 0.2073
-0.6230 -0.3712 -0.3600
0.2118 0.8784 0.9983
-0.0698 -0.3589 -0.5331
0.5938 0.4710 -0.0557

The calculation puts the energy at -269.9228 a.u. The calculation puts the gap between HOMO and LUMO (alpha / beta) at 8.617 / 7.892 eV. As for the multiplicity: 1.

Formula: C4H11N2O
Source: OMol25
Level of theory: ωB97M-V/def2-TZVPD

Each line ends with the Mulliken spin population.
CARTESIAN COORDINATES (ANGSTROEM)
C1 0.04443 1.58629 -1.42201  0.058
O1 1.02885 2.17948 -2.15811  -0.019
C2 0.47437 0.61014 -0.37238  0.003
C3 -0.64728 -0.32839 -0.04451  -0.549
C4 -0.27639 -1.30126 1.06694  3.121
N1 -1.13390 -1.10552 2.30457  0.795
N2 1.73125 -0.09665 -0.74830  -0.130
H1 -0.66803 2.32600 -0.95411  -0.007
H2 -0.84662 1.18278 -2.12156  -0.004
H3 0.83135 1.14178 0.49064  0.272
H4 -1.05059 -0.75650 -1.05250  -0.120
H5 -1.57614 0.14546 0.16398  -0.139
H6 0.67651 -1.27409 1.53168  -0.357
H7 -0.49775 -2.38779 0.72064  -0.038
H8 -0.71332 -1.79885 2.90858  -1.293
H9 -0.91373 -0.16379 2.56709  -0.553
H10 2.02245 0.69327 -1.29888  -0.016
H11 1.51453 -0.65236 -1.58176  -0.021

Atomic forces in eV per Å
-1.8056 2.0277 -2.4989
-0.0845 -0.4356 0.5328
-0.0895 -1.0539 -0.0260
0.3771 -1.3752 -1.3100
-2.8816 -2.3064 0.3045
-0.6829 -0.5147 -2.1598
-0.8355 -0.1813 -0.8680
0.5323 0.1840 0.6997
1.4146 -0.6137 0.6149
-0.3879 0.5601 0.7617
1.3565 -0.2103 1.4032
-0.5657 1.0758 1.0192
1.5440 0.3025 -1.0377
0.6050 1.6061 0.5263
0.0179 0.0570 1.1588
0.2691 0.4236 0.9966
1.5738 1.1126 -0.4633
-0.3569 -0.6583 0.3461

The calculation puts the energy at -343.5463 a.u. The calculation puts the gap between HOMO and LUMO (alpha / beta) at 2.850 / 6.887 eV. As for the charge: -2. As for the multiplicity: 2.

Formula: C2H5NO4
Source: OMol25
Level of theory: ωB97M-V/def2-TZVPD

Each line ends with the Mulliken charge.
CARTESIAN COORDINATES (ANGSTROEM)
C1 0.20151 -0.75503 0.27398  -1.207
C2 0.10837 0.61510 -0.34182  0.814
N1 0.30658 0.37047 -2.15321  0.822
O1 -0.26266 -0.57281 -2.63611  -0.559
O2 0.96989 1.22014 -2.67946  -0.585
O3 1.09415 1.45603 -0.02320  -0.484
O4 -1.12927 1.22023 -0.32819  -0.529
H1 -0.62006 -0.90072 0.97469  0.321
H2 0.13965 -1.52831 -0.49172  0.354
H3 1.14478 -0.84110 0.80557  0.322
H4 0.93898 2.32459 -0.42607  0.381
H5 -1.82255 0.60117 -0.59400  0.350

Atomic forces in eV per Å
0.1028 0.0651 -0.0036
-0.4027 -0.2448 -2.0316
0.1841 0.3135 3.1189
-0.1678 -0.1833 -0.7453
0.0321 0.0794 -0.8247
-0.2688 -0.0965 0.2780
0.2833 0.1528 0.2348
0.0475 0.0709 0.0437
-0.0185 0.1085 0.0221
0.0446 -0.0441 -0.0065
-0.0406 -0.1612 -0.0971
0.2041 -0.0602 0.0112

The calculation puts the energy at -434.8252 a.u. The calculation puts the gap between HOMO and LUMO at 10.269 eV. As for the multiplicity: 1.

Formula: C3H7ClSi
Source: OMol25
Level of theory: ωB97M-V/def2-TZVPD

Each line ends with the Mulliken charge.
CARTESIAN COORDINATES (ANGSTROEM)
C1 0.40212 0.67355 0.35674  -0.332
C2 -0.30547 -0.43362 0.27401  -0.093
C3 1.94323 0.80651 -0.18730  -0.464
Si1 -2.05628 -0.78618 0.06448  0.408
Cl1 3.00277 -0.60143 0.26299  -0.181
H1 0.06838 1.58327 0.79746  0.334
H2 0.26110 -1.29433 -0.33160  0.113
H3 2.38470 1.74091 0.30483  0.297
H4 1.85086 0.92913 -1.27537  0.308
H5 -2.43948 -2.01866 0.67710  -0.132
H6 -2.19144 -1.07146 -1.27558  -0.137
H7 -2.92049 0.47231 0.33222  -0.122

Atomic forces in eV per Å
2.9741 -0.2887 -0.5443
2.1510 -1.8502 -2.2382
-1.7670 0.8961 1.7878
-1.1533 2.0029 1.6356
-0.6688 0.7376 -0.4600
-0.5150 0.6214 0.2100
-0.8651 1.5590 1.5514
-0.4706 -1.4435 -0.9063
0.5115 -0.2175 0.3787
-0.4270 -0.6325 0.8530
-0.2216 -0.3448 -2.3871
0.4519 -1.0399 0.1195

Its SMILES is [SiH3]/C=C/CCl. The calculation puts the energy at -868.1096 a.u. The calculation puts the gap between HOMO and LUMO at 11.046 eV. As for the multiplicity: 1.

Formula: C2H2Cl3P
Source: OMol25
Level of theory: ωB97M-V/def2-TZVPD

Each line ends with the Mulliken charge.
CARTESIAN COORDINATES (ANGSTROEM)
C1 1.22218 -0.04339 -0.30546  -0.034
C2 0.15274 0.23850 0.35498  -0.088
P1 -1.47728 -0.29408 0.78749  0.309
Cl1 -0.18751 2.56383 0.91356  -0.338
Cl2 -0.95150 -2.30669 0.60615  -0.216
Cl3 -2.20541 0.05445 -1.16930  -0.150
H1 1.79097 0.84151 -0.56875  0.254
H2 1.65580 -1.05412 -0.61867  0.263

Atomic forces in eV per Å
1.6564 -0.3813 -0.5744
-0.3873 2.1583 0.5638
-0.7459 -0.2231 -0.6843
0.4096 -2.9052 -0.8031
-0.1626 0.1697 0.0785
-0.0106 -0.1440 0.8463
0.4182 -0.1296 -0.0339
-1.1777 1.4553 0.6071

The calculation puts the energy at -1799.2881 a.u. The calculation puts the gap between HOMO and LUMO at 8.861 eV. As for the multiplicity: 1.

Formula: C41H61F2N8O7S2Sr2
Source: OMol25
Level of theory: ωB97M-V/def2-TZVPD

Each line ends with the Mulliken charge.
CARTESIAN COORDINATES (ANGSTROEM)
Sr1 6.22747 11.66475 -8.13644  0.950
Sr2 12.49451 6.74315 -8.95954  1.473
C1 7.25953 18.56005 -6.72223  -1.745
C2 5.87907 18.32170 -7.43554  1.402
C3 5.11867 19.72023 -7.61350  -1.228
C4 3.96214 19.70653 -8.54493  -0.583
C5 4.40540 19.26396 -9.87988  -1.128
C6 5.07391 17.84080 -9.87819  1.320
N1 6.11121 17.73873 -8.77901  0.453
O1 6.77582 16.50282 -8.83869  -0.608
C7 5.75932 17.72518 -11.30398  -1.751
C8 3.90722 16.81733 -9.76087  -1.464
C9 5.10872 17.36115 -6.54596  -1.451
H1 7.90643 19.34021 -7.12346  0.386
H2 7.81675 17.63964 -6.54766  0.380
H3 7.11439 18.92919 -5.70696  0.433
H4 5.73763 20.58907 -7.83735  0.412
H5 4.70140 20.01017 -6.64918  0.433
H6 3.49861 20.68996 -8.62311  0.375
H7 3.22768 19.05976 -8.06497  0.289
H8 5.07527 20.03550 -10.25947  0.352
H9 3.55511 19.24862 -10.56169  0.473
H10 6.36094 16.82194 -11.40558  0.415
H11 6.52335 18.47786 -11.49842  0.412
H12 5.06025 17.66264 -12.13794  0.364
H13 4.34588 15.82277 -9.84164  0.335
H14 3.12202 16.87287 -10.51485  0.378
H15 3.50439 16.84452 -8.74841  0.267
H16 5.62038 16.43750 -6.27546  0.311
H17 4.10143 17.20925 -6.93375  0.267
H18 4.86702 17.78194 -5.56994  0.437
O2 8.80232 9.28451 -10.53807  -0.758
C10 8.59331 9.52650 -11.93766  -0.237
C11 7.21016 9.52234 -12.71930  -0.202
O3 6.21167 10.25522 -12.11260  -0.744
H19 9.31992 8.90059 -12.45571  0.259
H20 9.02331 10.51681 -12.08757  0.128
H21 6.90484 8.48000 -12.81087  0.210
H22 7.27807 9.80842 -13.76890  0.114
C12 8.62779 10.41615 -19.10070  -1.171
C13 8.07339 11.53986 -19.94253  -0.348
N2 7.30423 12.44809 -19.09101  0.201
C14 7.54131 13.77577 -18.98492  -0.317
C15 6.53139 14.38476 -18.16182  -0.348
N3 5.66003 13.28937 -17.87109  0.087
C16 6.18045 12.15209 -18.40080  -0.226
C17 4.40788 13.26822 -17.21241  -0.822
H23 9.22012 10.84820 -18.29412  0.337
H24 9.26362 9.72041 -19.64823  0.373
H25 7.85919 9.86442 -18.55947  0.362
H26 7.35373 11.11000 -20.63925  0.291
H27 8.80833 12.06160 -20.55552  0.337
H28 8.32533 14.32470 -19.48529  0.423
H29 6.32993 15.38731 -17.81441  0.431
H30 5.84043 11.12795 -18.35714  0.376
H31 4.06514 14.29507 -17.08512  0.322
H32 4.42945 12.69415 -16.28608  0.316
H33 3.71273 12.80022 -17.90943  0.374
C18 -5.47295 15.97445 -5.10191  -0.826
N4 -4.76229 14.88362 -5.82938  0.034
C19 -4.41380 13.69068 -5.24640  -0.269
C20 -3.67674 12.77840 -5.91379  -0.612
C21 -3.33130 12.98020 -7.27831  0.775
C22 -3.71584 14.22333 -7.83727  -0.806
C23 -4.42363 15.16841 -7.11763  -0.170
C24 -2.59077 11.94777 -8.07118  0.731
C25 -1.61652 12.25730 -9.03227  -0.708
C26 -1.04155 11.28171 -9.84545  -0.176
N5 -1.43188 9.98909 -9.70276  0.068
C27 -2.28178 9.60283 -8.67266  -0.268
C28 -2.97733 10.57620 -7.94436  -0.744
C29 -0.76553 8.95544 -10.50024  -0.973
H34 -5.99743 15.64522 -4.20488  0.345
H35 -6.12768 16.47830 -5.81294  0.303
H36 -4.74831 16.68436 -4.70313  0.374
H37 -4.64131 13.54513 -4.20071  0.407
H38 -3.32941 11.90088 -5.38870  0.526
H39 -3.54098 14.44223 -8.88030  0.488
H40 -4.81902 16.09914 -7.49685  0.413
H41 -1.24727 13.26158 -9.17878  0.505
H42 -0.23043 11.41629 -10.54572  0.493
H43 -2.51665 8.55262 -8.58161  0.403
H44 -3.73624 10.32302 -7.21886  0.544
H45 -1.47866 8.14037 -10.62351  0.344
H46 0.10129 8.55096 -9.97763  0.359
H47 -0.53126 9.28833 -11.51138  0.401
C30 13.26840 16.88670 -22.17068  -0.923
N6 13.34185 16.48944 -20.81775  0.063
C31 13.40061 15.15806 -20.50944  -0.351
C32 13.34850 14.75972 -19.14127  -0.677
C33 13.30928 15.71963 -18.11367  0.677
C34 13.33935 17.08623 -18.48401  -0.740
C35 13.30597 17.43710 -19.84760  -0.126
C36 13.17030 15.34921 -16.69246  0.775
C37 14.02396 14.37176 -16.12876  -0.664
C38 13.94612 13.97867 -14.78426  -0.308
N7 13.05154 14.63158 -14.00848  0.046
C39 12.20190 15.56795 -14.50278  -0.161
C40 12.23255 16.01143 -15.86437  -0.770
C41 13.05384 14.34615 -12.55261  -0.930
H48 14.28474 16.82053 -22.55899  0.379
H49 12.98054 17.93308 -22.27227  0.326
H50 12.55580 16.26625 -22.71415  0.357
H51 13.43724 14.38164 -21.25928  0.471
H52 13.32171 13.70925 -18.89188  0.540
H53 13.40121 17.83646 -17.70959  0.545
H54 13.17866 18.47711 -20.10943  0.397
H55 14.77184 13.86838 -16.72346  0.519
H56 14.62691 13.32268 -14.26215  0.404
H57 11.35488 15.85937 -13.89942  0.452
H58 11.51106 16.74383 -16.19514  0.524
H59 12.63823 15.23744 -12.08253  0.353
H60 14.01370 14.04761 -12.13115  0.341
H61 12.40717 13.49096 -12.35621  0.384
N8 13.36005 4.28677 -12.53304  -0.205
S1 13.64295 4.88218 -14.06446  1.034
O4 12.45587 4.88964 -14.90135  -0.546
O5 14.93460 4.69837 -14.73281  -0.497
F1 13.57642 6.46394 -13.61559  -0.329
S2 13.70600 2.86921 -12.77428  1.004
O6 15.10769 2.58869 -12.51156  -0.561
O7 12.95949 1.99884 -13.74216  -0.540
F2 13.06943 2.25548 -11.36032  -0.353

Atomic forces in eV per Å
0.4439 -0.1047 -1.0508
-0.2620 -0.3185 -0.7591
-0.2877 0.2112 0.3788
1.2095 1.5469 0.3376
0.6032 -0.1411 1.4318
-0.7276 -0.2139 0.6833
0.3012 -0.7201 -0.6657
-0.4170 1.6560 -1.6620
0.5240 -4.1653 -1.2799
-1.7911 3.6113 0.5102
0.6948 -0.9629 0.8635
1.3433 -0.8124 0.7723
-1.2107 0.1513 0.6670
-0.1176 -0.2703 -0.7182
-0.0370 -0.0951 -0.5764
-0.6485 0.0279 0.1027
0.7696 -0.4755 -0.3074
0.2653 -0.3343 0.4274
0.0517 0.0822 0.1742
-0.4483 -0.2203 -0.4440
0.3388 -0.1643 -0.1303
0.0677 -0.2227 -0.2281
-0.2073 -0.4386 0.4393
-0.4417 0.5671 0.2248
-0.3558 0.4309 0.2904
0.0565 -0.1851 -0.0742
0.1918 0.5472 0.0071
-0.3536 0.1859 -0.2581
0.0435 -0.0847 -0.7255
0.1343 -0.5756 -0.2283
0.4268 0.6114 0.0471
-1.2322 -0.1917 -1.5876
2.3670 0.7578 2.0424
-2.4088 0.0683 1.7117
0.8927 -0.0965 -0.0287
-0.4112 -0.7492 -0.5735
-0.2939 0.8188 -0.3628
0.0478 -0.7323 0.4374
1.1609 0.5593 -0.3672
0.7028 0.1344 0.8581
-0.8019 -1.4625 -0.4048
-0.7569 1.0718 0.4407
-1.9078 2.7478 1.9780
0.6383 -3.7624 -1.6508
3.3668 -0.5031 -1.3007
0.8954 1.1957 -0.5642
-1.6928 0.2924 0.2102
0.3464 0.0059 -0.0165
-0.2318 0.0815 -0.1107
-0.1813 -0.1550 -0.4102
0.0235 0.1307 -0.2269
-0.0534 0.2912 0.4773
0.0640 -0.4487 -0.0173
0.0589 -0.1573 -0.1893
-0.5240 0.2715 0.2492
0.0427 -0.1704 0.3427
0.0927 0.2794 0.0388
-0.2189 -0.0192 0.2401
0.1549 0.1830 0.5393
0.0989 -0.1845 -0.1335
-0.3352 2.0363 0.2427
0.8997 -0.9341 -1.8082
-0.1891 1.1191 0.6337
0.0891 -0.6067 -0.3136
-0.1962 -1.4056 1.2933
-0.6138 -1.0383 -0.6353
0.3099 -0.0091 -0.2407
-0.9955 -0.8784 1.1489
-0.0440 0.2755 1.7599
-0.6280 1.6163 -1.2121
1.6492 0.7002 -0.2239
-0.4710 -1.1015 -0.3067
-0.2243 -0.5064 -0.4485
-0.0748 -0.1421 0.2828
0.2514 0.0157 -0.3752
-0.3115 0.2189 0.0134
-0.1410 -0.1031 0.0508
0.1598 -0.0344 -0.0713
0.2768 0.0165 -0.2062
-0.1221 0.1550 0.1474
-0.2078 0.4120 -0.1507
0.1627 -0.0743 -0.1023
0.0135 -0.3702 -0.0825
0.0657 -0.0244 0.0204
0.0680 0.2750 -0.0637
0.1188 0.3322 0.3090
0.4177 0.7620 -2.1448
-0.4519 -0.9541 2.4697
-0.2100 0.3370 2.7690
0.1848 1.0077 -1.1708
-0.0704 0.6915 -1.1374
-0.0172 -0.9653 -1.0216
-0.0140 -0.9000 1.6909
0.2503 0.1592 0.8516
-0.2945 -0.6723 0.6609
-0.4119 1.9615 -1.1993
0.2466 0.0601 0.0857
-0.2986 0.0527 -2.0717
1.1158 -2.0920 1.9229
-1.0806 -0.1488 0.2940
-0.1526 -0.1967 -0.5030
-0.1265 -0.1399 0.2041
0.2695 0.0175 -0.0620
0.0250 0.4463 -0.4781
0.0552 -0.1006 -0.1886
-0.1677 0.2587 -0.1914
0.2550 -0.0628 -0.4481
0.0295 0.0963 -0.2023
0.0035 -0.2085 -0.3089
0.3985 0.2769 0.5277
0.0805 -0.0105 -0.0720
0.2887 -0.2602 0.2944
0.2415 0.5607 -0.5325
-0.2833 0.1045 -0.1218
-0.8338 5.5021 -2.2694
-1.1694 2.9912 -2.8986
1.3900 -0.7645 1.1241
-2.3552 0.1614 2.2653
0.7982 -0.4488 0.5037
1.3641 -11.7656 1.5986
-1.3349 0.4705 -1.0978
2.0339 3.4503 1.8511
-0.0851 0.9975 -0.5256

The calculation puts the energy at -3618.8165 a.u. The calculation puts the gap between HOMO and LUMO at 1.343 eV. As for the charge: +5. As for the multiplicity: 1.